C27H58BrPdS2SbSi4 | ωB97M-V with the def2-TZVPD basis set

XYZ file:
```
94
Properties=species:S:1:pos:R:3:lowdin_charge:R:1
Pd -0.7981 -0.0633 -1.7655 -0.419
S -2.3057 -1.8472 -2.4232 0.375
C -3.6970 -0.9179 -2.9700 -0.743
C -4.8126 -1.6369 -3.4188 -0.198
C -5.9688 -1.0286 -3.8775 -0.170
C -6.0375 0.3607 -3.8982 -0.170
C -4.9476 1.0934 -3.4604 -0.198
C -3.7667 0.5023 -2.9923 -0.745
S -2.4726 1.5769 -2.4785 0.378
H -4.7450 -2.7194 -3.3960 0.066
H -6.8064 -1.6338 -4.2133 0.069
H -6.9303 0.8705 -4.2504 0.069
H -4.9877 2.1777 -3.4701 0.066
C 0.9468 -1.6947 3.8268 -0.108
C 0.4982 -0.2372 3.9984 -0.621
C 0.5167 0.0866 5.4968 -0.103
C 1.5664 0.6249 3.3079 -0.125
Si -1.2455 0.0270 3.1871 0.430
Br -0.9541 0.0227 0.9840 0.537
C -1.9867 1.7574 3.6430 -0.625
C -0.8896 2.8292 3.5529 -0.114
C -3.0783 2.1732 2.6447 -0.115
C -2.5865 1.8063 5.0534 -0.103
C -2.4757 -1.4151 3.5766 -0.626
C -2.4774 -1.8274 5.0537 -0.105
C -2.1743 -2.6593 2.7245 -0.117
C -3.9008 -0.9806 3.2010 -0.110
H 1.9836 -1.7899 4.1684 0.081
H 0.9160 -2.0021 2.7806 0.065
H 0.3445 -2.3910 4.4123 0.058
H 1.5041 -0.1531 5.9099 0.079
H -0.2223 -0.4899 6.0585 0.063
H 0.3346 1.1459 5.6895 0.058
H 2.5423 0.3991 3.7533 0.082
H 1.3938 1.6949 3.4180 0.055
H 1.6254 0.4055 2.2428 0.038
H -0.4029 2.8195 2.5764 0.077
H -0.1252 2.7175 4.3244 0.056
H -1.3461 3.8162 3.6853 0.080
H -2.7142 2.1766 1.6175 0.056
H -3.4052 3.1896 2.8925 0.080
H -3.9559 1.5301 2.6796 0.058
H -1.8687 1.5250 5.8275 0.061
H -3.4580 1.1546 5.1477 0.058
H -2.9217 2.8275 5.2712 0.079
H -1.5233 -2.2646 5.3595 0.057
H -3.2489 -2.5891 5.2168 0.078
H -2.6957 -0.9930 5.7234 0.063
H -1.2080 -3.1075 2.9440 0.060
H -2.2096 -2.4341 1.6585 0.054
H -2.9411 -3.4138 2.9318 0.079
H -4.2830 -0.1915 3.8523 0.056
H -4.5714 -1.8405 3.3015 0.082
H -3.9572 -0.6386 2.1666 0.085
C 2.3931 3.5789 -2.4846 -0.244
Si 3.2108 2.0140 -1.8022 0.291
C 3.3105 2.1980 0.0815 -0.250
C 5.0006 2.0060 -2.4450 -0.234
Sb 1.5941 0.0624 -2.2470 0.764
Si 1.5674 0.0212 -4.7912 0.289
C 3.2492 0.1406 -5.6648 -0.239
C 0.7147 -1.5763 -5.3063 -0.233
C 0.4855 1.4708 -5.3167 -0.235
Si 3.1513 -1.9076 -1.6961 0.292
C 2.9756 -2.1638 0.1715 -0.252
C 5.0147 -1.8428 -2.0705 -0.244
C 2.4610 -3.4521 -2.5442 -0.242
H 2.8467 4.4825 -2.0655 0.015
H 1.3280 3.5811 -2.2471 0.027
H 2.4876 3.6287 -3.5698 0.007
H 3.8297 3.1150 0.3754 0.017
H 3.8343 1.3531 0.5335 0.010
H 2.3028 2.2200 0.5007 0.012
H 5.5058 2.9238 -2.1267 0.014
H 5.0375 1.9615 -3.5338 0.004
H 5.5684 1.1593 -2.0602 -0.004
H 3.9391 -0.6257 -5.3082 0.005
H 3.7112 1.1141 -5.4940 0.002
H 3.1255 0.0116 -6.7439 0.014
H 1.3514 -2.4517 -5.1631 0.001
H 0.4323 -1.5283 -6.3630 0.021
H -0.1918 -1.7103 -4.7079 -0.004
H 0.9735 2.4304 -5.1366 0.006
H -0.4417 1.4584 -4.7344 -0.010
H 0.2372 1.4089 -6.3807 0.020
H 3.4288 -1.3420 0.7296 0.008
H 3.4350 -3.0981 0.5072 0.019
H 1.9133 -2.1857 0.4252 0.009
H 5.5070 -1.0769 -1.4695 0.000
H 5.2106 -1.6205 -3.1201 0.007
H 5.4818 -2.8033 -1.8325 0.013
H 1.3711 -3.4571 -2.4828 0.027
H 2.8401 -4.3591 -2.0628 0.016
H 2.7369 -3.4896 -3.5999 0.007
```

Calculated values
- net charge = -2
- LUMO level (Eh) = 0.1464
- frontier orbital gap (eV) = 3.66
- molecular weight (g mol⁻¹) = 867.3
- HOMO energy (eV) = 0.33